(1)
A cluster of 2 separate species, C25H33Cl2IN2O10P2S in total at a distorted geometry, computed with the ωB97M-V functional and the def2-TZVPD basis.

```
76
Properties=species:S:1:pos:R:3
C 7.801 1.281 1.310
C 8.824 0.036 1.606
C 8.113 -1.431 1.773
C 6.603 -1.552 1.148
N 6.209 -3.000 0.961
C 4.709 -3.188 0.908
C 3.990 -3.626 2.353
P 5.129 -3.856 3.895
O 4.414 -4.904 5.087
Cl 5.344 -1.877 4.743
C 2.353 -3.804 2.405
Cl 1.419 -4.234 3.964
C 1.464 -3.598 1.043
C 2.180 -3.161 -0.404
C 3.828 -2.929 -0.490
P 4.642 -2.364 -2.158
N 4.044 -0.849 -2.428
O 4.327 -3.466 -3.485
O 6.372 -2.179 -2.064
C 1.142 -2.949 -1.666
O 1.345 -3.329 -2.929
C -0.318 -2.233 -1.271
C -1.101 -1.141 -2.211
C -2.524 -0.506 -1.673
C -3.242 -0.879 -0.227
C -4.686 -0.212 0.283
I -6.088 0.159 -1.358
C -4.443 1.156 1.214
C -4.549 2.521 0.291
C -2.448 -1.998 0.730
C -3.119 -2.397 2.182
O -3.243 -1.228 3.113
O -3.388 -1.821 4.290
C -1.030 -2.659 0.181
C -0.194 -3.817 1.054
O -0.814 -4.835 1.655
H 7.412 1.135 0.191
H 8.335 2.348 1.299
H 6.854 1.269 2.016
H 9.671 0.000 0.774
H 9.353 0.272 2.648
H 8.802 -2.205 1.188
H 8.027 -1.713 2.929
H 5.866 -1.117 1.980
H 6.413 -0.870 0.194
H 6.712 -3.468 0.177
H 3.925 -4.264 5.716
H 4.836 -0.153 -2.442
H 3.690 -2.945 -4.089
H 6.746 -2.693 -2.864
H -0.620 -0.871 -3.243
H -3.103 0.253 -2.357
H -5.219 -0.978 1.015
H -5.357 1.189 1.972
H -3.444 1.081 1.821
H -5.708 2.789 0.197
H -4.064 3.404 0.889
H -4.062 2.409 -0.776
H -4.192 -2.872 1.961
H -2.525 -3.210 2.778
H -3.596 -1.148 5.003
O -7.375 4.598 -1.115
S -6.995 4.729 -2.507
O -5.612 4.847 -2.918
O -7.847 5.954 -3.171
C -7.737 7.249 -2.589
C -6.385 7.878 -2.874
C -7.727 3.399 -3.425
H -7.932 7.202 -1.514
H -8.521 7.871 -3.034
H -5.577 7.312 -2.404
H -6.341 8.901 -2.488
H -6.185 7.894 -3.950
H -8.780 3.312 -3.161
H -7.196 2.484 -3.157
H -7.604 3.596 -4.493
```

## Properties
Highest occupied orbital energy: -8.73 eV
DFT total energy: -4132.4235 Ha
Frontier orbital gap: 6.7 eV
Total charge: 0
SMILES: CCCCNc1c(P(O)Cl)c(Cl)c2c(c1P(=N)(O)O)C(=O)c1ccc([C@H](I)CC)c(COO)c1C2=O.CCOS(C)(=O)=O

These are the Mulliken partial charges, in e, on atoms 1 to 6:
1. C -0.818
2. C -0.354
3. C -0.391
4. C -0.092
5. N -0.120
6. C -0.577

(2)
A structure of composition C13H22Br3N5O14V at a distorted geometry, computed with the ωB97M-V functional and the def2-TZVPD basis.

```
58
Properties=species:S:1:pos:R:3
O 2.338 -1.543 -2.779
V 0.757 -1.455 -2.840
O 0.367 -0.775 -4.279
O -1.089 -1.929 -1.494
C -0.890 -0.975 -0.457
C -0.340 0.475 -0.719
O 0.757 0.614 -1.566
H -0.130 -1.483 0.136
H -1.863 -1.008 0.034
H -0.137 0.842 0.287
H -1.125 1.147 -1.065
C 1.310 2.499 -4.474
N 2.778 2.121 -4.456
O 3.403 2.658 -3.548
O 3.196 1.334 -5.306
H 0.972 2.748 -3.468
H 0.749 1.727 -5.000
H 1.251 3.440 -5.020
C -2.622 0.363 -3.588
N -2.739 -0.875 -4.470
O -2.885 -1.991 -3.927
O -2.772 -0.751 -5.704
H -3.286 1.156 -3.934
H -1.647 0.835 -3.712
H -2.871 0.119 -2.556
C 3.769 0.090 -0.331
N 4.950 0.349 0.483
O 6.096 0.136 0.052
O 4.742 0.774 1.629
H 2.969 0.827 -0.257
H 3.428 -0.749 0.276
H 3.902 -0.208 -1.371
C 1.112 1.501 2.705
N 1.052 1.587 4.218
O 0.302 0.740 4.725
O 1.607 2.439 4.872
H 0.270 2.081 2.327
H 1.055 0.450 2.420
H 2.084 1.843 2.351
C -2.621 -1.987 5.259
C -1.851 -1.803 4.123
C -2.057 -2.620 3.011
C -3.061 -3.596 2.986
C -3.779 -3.772 4.160
C -3.636 -2.922 5.238
N -3.302 -4.393 1.796
O -3.956 -5.408 1.930
O -2.879 -4.041 0.713
H -2.406 -1.274 6.041
H -1.028 -1.109 4.214
H -1.444 -2.367 2.159
H -4.544 -4.524 4.283
H -4.328 -2.953 6.067
C 1.958 4.207 -0.473
Br 1.624 4.850 1.398
Br 3.943 3.883 -0.746
Br 1.045 5.443 -1.733
H 1.501 3.228 -0.619
```

## Properties
Highest occupied orbital energy: -5.81 eV
DFT total energy: -10501.2503 Ha
Frontier orbital gap: 7.0 eV
Total charge: -1
Relative energy (zero: lowest compared OMol25 entry of this formula, charge and spin): 0.0 kcal/mol

These are the Mulliken partial charges, in e, on atoms 1 to 6:
1. O -0.714
2. V 1.195
3. O -0.690
4. O -0.790
5. C -0.679
6. C 0.436

(3)
A cluster of 3 separate species, C5H15NO2 in total at a distorted geometry, computed with the ωB97M-V functional and the def2-TZVPD basis.

```
23
Properties=species:S:1:pos:R:3
C 0.713 -1.002 1.627
N -0.613 -0.690 1.107
C -0.786 0.785 1.023
C -0.402 -0.870 -1.436
C -1.100 -1.267 -0.133
C 2.740 1.447 -0.200
O 1.903 0.380 -0.294
H 1.062 -1.766 0.919
H 0.577 -1.337 2.656
H 1.401 -0.152 1.409
H 0.034 1.099 0.364
H -1.724 0.988 0.488
H -0.705 1.204 2.021
H 0.621 -0.496 -1.330
H -1.221 -0.157 -1.806
H -0.494 -1.700 -2.155
H -1.108 -2.341 0.137
H 2.290 2.366 -0.609
H 3.146 1.771 0.788
H 3.681 1.334 -0.778
H -2.143 -0.917 -0.255
H -3.256 1.230 -1.893
O -2.536 0.845 -1.391
```

## Properties
Highest occupied orbital energy: -8.09 eV
DFT total energy: -404.3893 Ha
Frontier orbital gap: 3.8 eV
Total charge: 0
Relative energy (zero: lowest compared OMol25 entry of this formula, charge and spin): 229.5 kcal/mol

These are the Mulliken partial charges, in e, on atoms 1 to 6:
1. C -0.845
2. N 0.090
3. C -0.787
4. C -0.351
5. C -0.834
6. C -0.737

(4)
An isolated molecule of C4H7NS at a distorted geometry, computed with the ωB97M-V functional and the def2-TZVPD basis.

```
13
Properties=species:S:1:pos:R:3
C 0.270 1.801 0.008
C 0.902 -0.747 0.001
C -0.371 -1.617 0.006
C -1.117 -0.305 0.004
H 0.836 2.053 -0.862
H -0.650 2.400 -0.041
H 0.796 2.085 0.888
H 1.573 -0.874 -0.866
H 1.518 -0.875 0.930
H -0.455 -2.243 -0.925
H -0.613 -2.198 0.885
N 0.004 0.379 -0.025
S -2.694 0.140 -0.004
```

## Properties
Highest occupied orbital energy: -8.17 eV
DFT total energy: -609.5225 Ha
Frontier orbital gap: 8.9 eV
Total charge: 0
SMILES: CN1CCC1=S
Relative energy (zero: lowest compared OMol25 entry of this formula, charge and spin): 22.6 kcal/mol

These are the Mulliken partial charges, in e, on atoms 1 to 6:
1. C -0.880
2. C -0.522
3. C -0.465
4. C 0.177
5. H 0.323
6. H 0.270

(5)
A cluster of 2 separate species, C3H6NO2 in total at a distorted geometry, computed with the ωB97M-V functional and the def2-TZVPD basis.

```
12
Properties=species:S:1:pos:R:3
C -2.596 0.579 0.024
C -0.784 -0.229 1.234
N -2.026 -0.296 1.029
H -3.491 1.111 0.338
H -1.870 1.242 -0.464
H -2.847 -0.067 -0.834
H -0.278 -0.515 2.153
H -0.087 0.313 0.573
O 1.373 -1.151 -0.695
C 2.131 -0.158 -0.738
O 1.911 1.065 -0.720
H 3.216 -0.490 -0.772
```

## Properties
Highest occupied orbital energy: -3.96 eV
DFT total energy: -323.1576 Ha
Frontier orbital gap: 8.1 eV
Total charge: -1
Relative energy (zero: lowest compared OMol25 entry of this formula, charge and spin): 38.1 kcal/mol

These are the Mulliken partial charges, in e, on atoms 1 to 6:
1. C -0.672
2. C 0.125
3. N -0.528
4. H 0.266
5. H 0.290
6. H 0.237